(1)
{"formula": "C5H15N2O", "method": "ωB97M-V/def2-TZVPD", "total_charge": 1, "fmax_ev_per_a": 5.05, "lumo_energy_ev": -2.8, "multiplicity": 1, "e_above_lowest_kcal_mol": 83.3, "total_energy_ev": -10446.94911, "smiles": "CN(C)[C@@H](O)[NH+](C)C", "homo_lumo_gap_ev": 10.70, "species": ["C", "N", "C", "C", "O", "N", "C", "C", "H", "H", "H", "H", "H", "H", "H", "H", "H", "H", "H", "H", "H", "H", "H"], "coordinates": [[-1.874, -0.442, -0.962], [-1.299, 0.438, 0.106], [-2.198, 0.555, 1.184], [0.150, -0.044, 0.636], [0.296, -1.419, 1.014], [1.283, 0.330, -0.335], [1.485, -0.788, -1.271], [2.498, 1.031, 0.242], [-1.967, -1.438, -0.617], [-2.806, -0.133, -1.331], [-1.137, -0.404, -1.835], [-3.158, 1.052, 0.670], [-2.496, -0.366, 1.584], [-2.053, 1.331, 1.990], [0.414, 0.607, 1.509], [-0.511, -1.651, 1.567], [0.631, 0.990, -0.771], [0.707, -1.002, -2.087], [2.378, -0.623, -1.827], [1.487, -1.621, -0.567], [3.236, 0.280, 0.468], [2.892, 1.660, -0.444], [2.040, 1.654, 1.078]], "lowdin_charge": [-0.05, -0.19, -0.14, -0.25, -0.01, -0.13, 0.00, 0.08, 0.08, 0.08, 0.09, 0.15, 0.06, 0.11, 0.15, 0.15, 0.17, 0.13, 0.10, 0.10, 0.12, 0.07, 0.14]}

=====

(2)
{"formula": "C14H40FeN2O6", "method": "ωB97M-V/def2-TZVPD", "total_charge": 3, "fmax_ev_per_a": 13.05, "lumo_energy_ev": [-8.9, -13.0], "multiplicity": 6, "total_energy_ev": -64785.17372, "homo_lumo_gap_ev": [10.70, 6.58], "species": ["Fe", "C", "O", "H", "H", "H", "H", "C", "O", "N", "N", "H", "H", "H", "H", "C", "C", "C", "O", "H", "H", "H", "H", "H", "H", "H", "H", "C", "C", "C", "O", "H", "H", "H", "H", "H", "H", "H", "H", "C", "C", "C", "O", "H", "H", "H", "H", "H", "H", "H", "H", "C", "C", "C", "O", "H", "H", "H", "H", "H", "H", "H", "H"], "coordinates": [[-0.398, -0.229, -0.009], [-3.039, -1.831, 0.400], [-1.751, -1.441, 0.947], [-2.998, -2.915, 0.395], [-3.303, -1.417, -0.592], [-3.833, -1.594, 1.013], [-1.642, -2.024, 1.755], [0.198, 0.655, 3.262], [-0.205, 0.441, 1.904], [0.262, -0.350, 4.036], [0.409, 1.857, 3.768], [-0.085, -1.267, 3.668], [0.527, -0.397, 5.008], [0.323, 2.725, 3.206], [1.058, 1.922, 4.536], [0.944, 2.898, 0.721], [1.342, 2.247, -0.569], [2.813, 2.104, -0.680], [0.823, 1.173, -0.941], [-0.166, 2.961, 0.698], [1.458, 3.808, 0.781], [1.196, 2.291, 1.648], [1.075, 2.995, -1.357], [3.144, 1.683, -1.682], [3.261, 1.451, 0.038], [3.322, 3.098, -0.617], [0.946, 1.351, -1.953], [3.347, -1.211, -0.502], [2.447, -1.584, 0.582], [2.625, -0.806, 1.865], [1.207, -1.579, 0.428], [3.596, -2.181, -1.029], [4.173, -0.574, -0.188], [2.823, -0.739, -1.330], [2.782, -2.511, 0.973], [3.651, -0.663, 2.190], [2.114, -1.363, 2.646], [2.236, 0.238, 1.831], [1.060, -2.512, 0.643], [-4.179, 1.367, -0.993], [-2.666, 1.463, -0.887], [-2.213, 2.873, -1.227], [-2.073, 1.026, 0.167], [-4.451, 1.971, -0.142], [-4.516, 0.286, -0.999], [-4.551, 1.850, -1.832], [-2.362, 0.963, -1.759], [-2.956, 3.292, -1.975], [-1.317, 2.929, -1.762], [-1.962, 3.619, -0.438], [-2.605, 1.452, 0.924], [0.880, -2.324, -2.867], [-0.483, -2.120, -2.284], [-0.802, -3.340, -1.351], [-0.584, -0.957, -1.863], [0.737, -3.135, -3.580], [1.588, -2.536, -2.031], [1.212, -1.413, -3.326], [-1.141, -2.294, -3.187], [-0.448, -3.349, -0.314], [-0.310, -4.301, -1.699], [-1.881, -3.598, -1.366], [-0.635, -0.435, -2.707]], "lowdin_charge": [1.24, -0.03, -0.20, 0.10, 0.10, 0.09, 0.17, -0.48, -0.18, 0.24, 0.23, 0.17, 0.17, 0.15, 0.16, 0.00, -0.64, -0.01, -0.05, 0.09, 0.10, 0.07, 0.17, 0.13, 0.06, 0.13, 0.23, -0.01, -0.62, -0.01, -0.04, 0.13, 0.11, 0.06, 0.16, 0.11, 0.08, 0.08, 0.16, 0.02, -0.61, -0.01, -0.07, 0.11, 0.11, 0.08, 0.12, 0.13, 0.04, 0.11, 0.22, 0.00, -0.59, 0.00, -0.05, 0.12, 0.09, 0.09, 0.19, 0.06, 0.13, 0.09, 0.20]}

=====

(3)
{"formula": "C3H10O3", "method": "ωB97M-V/def2-TZVPD", "fmax_ev_per_a": 1.39, "lumo_energy_ev": 0.9, "multiplicity": 1, "e_above_lowest_kcal_mol": 37.4, "total_energy_ev": -9413.91017, "smiles": "C=CCO.O.O", "homo_lumo_gap_ev": 10.25, "species": ["C", "C", "C", "O", "H", "H", "H", "H", "H", "H", "O", "H", "H", "O", "H", "H"], "coordinates": [[-1.799, 3.506, 1.106], [-1.407, 2.548, 0.267], [-1.276, 1.067, 0.529], [-0.067, 0.618, -0.092], [-1.386, 4.500, 0.949], [-2.540, 3.447, 1.897], [-1.041, 2.837, -0.714], [-1.227, 0.796, 1.580], [-2.049, 0.567, -0.058], [0.666, 1.197, 0.151], [2.819, 0.482, -1.443], [2.541, -0.373, -1.093], [3.370, 0.221, -2.189], [1.192, -6.996, -0.664], [0.409, -7.441, -0.320], [1.794, -6.976, 0.094]], "lowdin_charge": [0.00, -0.17, -0.26, -0.10, 0.05, 0.06, 0.11, 0.12, 0.12, 0.07, -0.06, 0.03, 0.03, -0.07, 0.03, 0.04]}

=====

(4)
{"formula": "C4H3BrFIN2", "method": "ωB97M-V/def2-TZVPD", "fmax_ev_per_a": 5.35, "lumo_energy_ev": 0.4, "multiplicity": 1, "e_above_lowest_kcal_mol": 0.0, "total_energy_ev": -88035.17221, "smiles": "Cn1nc(I)c(F)c1Br", "homo_lumo_gap_ev": 9.33, "species": ["C", "N", "N", "C", "I", "C", "F", "C", "Br", "H", "H", "H"], "coordinates": [[1.314, 1.338, 0.236], [0.350, 0.321, -0.091], [0.711, -0.753, -0.857], [-0.361, -1.582, -0.872], [-0.208, -3.351, -1.885], [-1.377, -1.129, -0.025], [-2.634, -1.521, 0.314], [-0.845, 0.237, 0.511], [-1.482, 1.562, 1.649], [1.426, 1.616, 1.397], [2.189, 0.972, -0.233], [0.918, 2.289, -0.146]], "lowdin_charge": [-0.07, -0.27, 0.03, -0.84, 0.90, -0.26, 0.03, -0.61, 0.82, 0.12, 0.07, 0.08]}

=====

(5)
{"formula": "C12H30InN2O4", "method": "ωB97M-V/def2-TZVPD", "total_charge": 3, "fmax_ev_per_a": 2.97, "lumo_energy_ev": -14.7, "multiplicity": 1, "e_above_lowest_kcal_mol": 17.7, "total_energy_ev": -29240.07731, "homo_lumo_gap_ev": 4.98, "species": ["In", "C", "O", "C", "C", "N", "C", "C", "O", "C", "H", "H", "H", "H", "H", "H", "H", "H", "H", "H", "H", "H", "H", "H", "H", "C", "O", "C", "C", "N", "C", "C", "O", "C", "H", "H", "H", "H", "H", "H", "H", "H", "H", "H", "H", "H", "H", "H", "H"], "coordinates": [[-0.355, -0.330, 0.318], [-2.101, 2.890, 1.125], [-1.669, 1.528, 1.454], [-2.063, 1.270, 2.785], [-1.684, -0.192, 3.136], [-0.267, -0.325, 2.909], [0.382, -1.589, 3.332], [1.871, -1.560, 3.018], [2.041, -1.307, 1.644], [3.360, -1.432, 1.175], [-1.735, 3.620, 1.846], [-3.175, 2.990, 0.981], [-1.592, 3.069, 0.179], [-3.144, 1.351, 2.910], [-1.508, 1.921, 3.466], [-2.279, -0.911, 2.573], [-1.893, -0.320, 4.205], [0.252, 0.473, 3.271], [-0.136, -2.469, 2.948], [0.188, -1.677, 4.407], [2.275, -2.558, 3.196], [2.394, -0.766, 3.555], [3.591, -2.492, 1.051], [4.029, -0.897, 1.852], [3.577, -1.005, 0.195], [-0.202, 3.266, -1.345], [0.409, 1.967, -1.323], [1.418, 1.793, -2.301], [2.143, 0.462, -2.313], [1.264, -0.745, -2.139], [0.355, -0.989, -3.291], [-0.635, -2.120, -3.052], [-1.498, -1.687, -2.032], [-2.844, -2.187, -2.211], [0.515, 4.055, -1.115], [-0.991, 3.339, -0.599], [-0.660, 3.430, -2.321], [2.149, 2.588, -2.138], [0.966, 1.955, -3.283], [2.837, 0.495, -1.472], [2.710, 0.241, -3.219], [1.929, -1.512, -2.219], [0.959, -1.265, -4.161], [-0.204, -0.087, -3.535], [-0.247, -3.082, -2.706], [-1.087, -2.324, -4.025], [-2.853, -3.274, -2.127], [-3.306, -1.870, -3.146], [-3.489, -1.733, -1.459]], "lowdin_charge": [1.55, 0.02, -0.28, -0.17, -0.17, -0.03, -0.12, -0.17, -0.29, -0.05, 0.13, 0.13, 0.01, 0.16, 0.15, 0.14, 0.16, 0.16, 0.15, 0.16, 0.16, 0.15, 0.12, 0.12, 0.08, -0.02, -0.25, -0.19, -0.12, 0.01, -0.14, -0.19, -0.28, -0.03, 0.13, 0.02, 0.13, 0.15, 0.14, 0.12, 0.16, 0.14, 0.16, 0.14, 0.15, 0.15, 0.11, 0.11, 0.10]}

=====

(6)
{"formula": "C34H91N5O14", "method": "ωB97M-V/def2-TZVPD", "fmax_ev_per_a": 14.11, "lumo_energy_ev": 0.0, "multiplicity": 1, "e_above_lowest_kcal_mol": 855.7, "total_energy_ev": -72803.85178, "homo_lumo_gap_ev": 7.33, "species": ["C", "O", "C", "C", "N", "C", "C", "O", "C", "H", "H", "H", "H", "H", "H", "H", "H", "H", "H", "H", "H", "H", "H", "H", "C", "O", "C", "C", "N", "C", "C", "O", "C", "H", "H", "H", "H", "H", "H", "H", "H", "H", "H", "H", "H", "H", "H", "H", "C", "O", "C", "C", "N", "C", "C", "O", "C", "H", "H", "H", "H", "H", "H", "H", "H", "H", "H", "H", "H", "H", "H", "H", "C", "O", "C", "C", "N", "C", "C", "O", "C", "H", "H", "H", "H", "H", "H", "H", "H", "H", "H", "H", "H", "H", "H", "H", "C", "O", "C", "C", "N", "C", "C", "O", "C", "H", "H", "H", "H", "H", "H", "H", "H", "H", "H", "H", "H", "H", "H", "H", "C", "O", "H", "H", "H", "H", "C", "O", "H", "H", "H", "H", "C", "O", "H", "H", "H", "H", "C", "O", "H", "H", "H", "H"], "coordinates": [[-1.437, 1.449, -1.238], [-2.466, 1.709, -2.165], [-2.004, 1.702, -3.557], [-3.183, 1.699, -4.496], [-4.042, 0.530, -4.350], [-5.426, 0.640, -4.824], [-6.056, -0.709, -4.375], [-6.071, -0.834, -2.935], [-6.919, 0.039, -2.271], [-1.849, 1.454, -0.228], [-0.502, 1.992, -1.372], [-1.030, 0.464, -1.465], [-1.417, 0.795, -3.699], [-1.296, 2.499, -3.786], [-2.816, 1.804, -5.517], [-3.613, 2.663, -4.223], [-4.109, 0.253, -3.381], [-5.479, 0.749, -5.907], [-6.006, 1.451, -4.382], [-5.473, -1.543, -4.765], [-7.038, -0.874, -4.818], [-7.905, -0.045, -2.728], [-6.546, 1.064, -2.290], [-7.077, -0.288, -1.244], [0.653, -1.631, -1.599], [-0.034, -1.996, -2.789], [-1.412, -1.543, -2.944], [-1.883, -1.832, -4.399], [-2.116, -3.226, -4.654], [-2.422, -3.623, -6.039], [-3.772, -3.143, -6.551], [-3.788, -1.777, -7.034], [-5.091, -1.345, -7.354], [0.247, -2.042, -0.674], [0.781, -0.553, -1.509], [1.632, -2.104, -1.683], [-1.461, -0.463, -2.802], [-2.114, -1.955, -2.219], [-1.202, -1.423, -5.146], [-2.849, -1.374, -4.615], [-1.228, -3.691, -4.529], [-2.409, -4.713, -6.025], [-1.621, -3.350, -6.725], [-4.549, -3.355, -5.816], [-3.984, -3.772, -7.415], [-5.035, -0.261, -7.458], [-5.772, -1.666, -6.566], [-5.549, -1.731, -8.264], [-1.923, -0.354, 3.152], [-0.938, 0.676, 2.911], [0.410, 0.534, 3.417], [1.194, 1.849, 3.665], [2.653, 1.704, 3.760], [3.421, 2.951, 4.104], [3.292, 3.325, 5.586], [3.853, 4.624, 5.849], [4.095, 4.825, 7.305], [-2.802, -0.097, 2.561], [-2.198, -0.549, 4.188], [-1.646, -1.304, 2.693], [0.943, -0.171, 2.779], [0.466, -0.033, 4.346], [0.841, 2.344, 4.569], [0.918, 2.468, 2.811], [3.063, 1.400, 2.888], [3.097, 3.800, 3.502], [4.494, 2.853, 3.935], [3.818, 2.608, 6.216], [2.303, 3.341, 6.044], [4.597, 5.767, 7.528], [4.768, 4.071, 7.714], [3.162, 4.845, 7.869], [-0.489, -6.183, -1.920], [0.519, -5.258, -1.580], [0.179, -4.474, -0.479], [1.377, -3.558, -0.181], [1.221, -2.783, 1.016], [2.403, -2.007, 1.274], [2.388, -1.330, 2.645], [2.389, -2.350, 3.641], [1.959, -1.760, 4.890], [-1.332, -5.576, -2.249], [-0.771, -6.782, -1.055], [-0.228, -6.827, -2.760], [-0.196, -5.039, 0.375], [-0.567, -3.726, -0.747], [1.577, -2.891, -1.020], [2.266, -4.178, -0.063], [1.165, -3.475, 1.750], [2.476, -1.330, 0.423], [3.309, -2.610, 1.341], [1.485, -0.720, 2.613], [3.119, -0.536, 2.798], [2.502, -0.852, 5.155], [2.108, -2.528, 5.648], [0.894, -1.531, 4.849], [0.987, 5.455, 2.956], [1.948, 4.700, 2.269], [3.223, 5.394, 2.140], [4.213, 4.463, 1.404], [4.298, 3.154, 2.046], [4.949, 2.121, 1.239], [4.490, 0.704, 1.565], [3.127, 0.688, 2.103], [2.177, 0.343, 1.050], [1.265, 5.650, 3.991], [-0.004, 5.001, 2.969], [0.871, 6.426, 2.474], [3.455, 5.712, 3.156], [3.086, 6.283, 1.523], [5.208, 4.904, 1.455], [3.942, 4.297, 0.362], [3.377, 2.769, 2.198], [6.030, 2.240, 1.166], [4.671, 2.255, 0.193], [5.109, 0.436, 2.421], [4.652, -0.006, 0.754], [2.355, 0.921, 0.142], [1.207, 0.494, 1.524], [2.334, -0.702, 0.784], [-1.183, -3.513, 2.599], [-1.971, -2.466, 2.041], [-0.988, -4.271, 1.840], [-0.198, -3.160, 2.907], [-1.632, -4.033, 3.445], [-1.399, -1.792, 1.666], [-0.085, -0.565, 0.372], [-0.450, -1.529, 1.317], [0.952, -0.686, 0.059], [-0.744, -0.554, -0.496], [-0.116, 0.383, 0.909], [0.199, -2.236, 1.344], [3.065, -1.327, -1.442], [2.086, -0.336, -1.217], [3.469, -1.570, -0.460], [2.642, -2.282, -1.751], [3.857, -1.125, -2.163], [2.085, 0.377, -1.861], [-0.290, 2.772, 1.519], [-0.891, 3.452, 0.415], [0.684, 3.157, 1.819], [-0.874, 2.999, 2.411], [-0.264, 1.698, 1.337], [-1.819, 3.642, 0.571]], "lowdin_charge": [-0.12, -0.15, -0.19, -0.19, -0.04, -0.18, -0.19, -0.19, -0.13, 0.11, 0.11, 0.02, 0.09, 0.13, 0.12, 0.12, 0.10, 0.09, 0.10, 0.09, 0.12, 0.09, 0.08, 0.09, -0.24, -0.10, -0.15, -0.20, -0.07, -0.20, -0.20, -0.18, -0.13, 0.08, 0.06, 0.01, 0.05, 0.14, 0.12, 0.09, 0.09, 0.12, 0.12, 0.12, 0.12, 0.08, 0.06, 0.09, -0.04, -0.22, -0.16, -0.12, 0.02, -0.20, -0.21, -0.21, -0.08, 0.10, 0.10, -0.03, 0.00, 0.10, 0.13, 0.03, -0.20, 0.07, 0.13, 0.11, 0.10, 0.07, 0.07, 0.08, -0.09, -0.16, -0.19, -0.16, 0.00, -0.15, -0.16, -0.13, -0.07, 0.09, 0.09, 0.09, 0.11, 0.13, 0.02, 0.15, 0.14, 0.04, 0.17, 0.02, 0.10, 0.09, 0.09, 0.07, -0.09, -0.26, -0.15, -0.14, -0.13, -0.16, -0.07, -0.22, -0.07, 0.10, 0.09, 0.09, 0.12, 0.12, 0.13, 0.11, 0.08, 0.13, 0.10, 0.14, 0.13, 0.14, 0.07, -0.08, -0.09, -0.14, 0.06, 0.08, 0.09, -0.24, -0.12, -0.02, 0.06, 0.08, 0.07, -0.11, -0.07, -0.21, 0.09, 0.09, 0.13, 0.17, -0.16, -0.12, 0.05, 0.11, 0.05, 0.09]}